Entry 1:
A cluster of 9 separate species, C24H51O37S12 in total. Source: OMol25; level of theory: ωB97M-V with the def2-TZVPD basis set.

The charge is +1. The calculation puts the HOMO energy at -11.0 eV. For the LUMO energy, the calculation gives -3.782 eV. The spin multiplicity is 1.

```
124
Properties=species:S:1:pos:R:3:lowdin_charge:R:1
C -7.419 -1.143 0.889 -0.117
C -6.111 -2.159 0.985 -0.179
C -4.790 -1.156 1.208 -0.270
O -3.648 -1.875 0.624 -0.422
S -2.179 -0.969 0.838 0.819
S -2.455 0.931 -0.029 0.585
C -1.954 -0.903 2.696 -0.345
C -2.502 0.462 3.418 -0.291
C -3.435 0.055 4.746 -0.509
S -4.816 1.372 4.828 0.633
H -8.369 -1.560 1.460 0.058
H -7.078 -0.138 1.435 0.081
H -7.682 -0.881 -0.244 0.102
H -6.002 -2.808 -0.011 0.135
H -6.300 -2.837 1.927 0.121
H -5.056 -0.177 0.587 0.112
H -4.731 -0.979 2.363 0.117
H -3.606 1.497 0.606 -0.087
H -0.797 -1.113 2.898 0.131
H -2.518 -1.833 3.169 0.125
H -1.553 1.021 3.855 0.137
H -3.190 1.139 2.756 0.051
H -2.768 0.066 5.728 0.110
H -3.979 -0.980 4.599 0.076
H -5.833 1.050 3.915 -0.139
C 0.933 -3.713 -1.057 -0.155
C 2.415 -3.457 -1.318 -0.147
O 2.578 -2.047 -1.190 -0.181
S 1.521 -1.490 -0.080 0.729
O 2.215 -1.369 1.183 -0.298
O 0.766 -0.409 -0.670 -0.309
O 0.569 -2.811 -0.013 -0.219
H 0.330 -3.475 -1.938 0.136
H 0.740 -4.746 -0.753 0.140
H 2.726 -3.793 -2.310 0.145
H 3.038 -3.940 -0.559 0.131
C 3.708 1.043 2.130 -0.177
C 4.991 0.531 2.778 -0.160
O 5.844 1.670 2.869 -0.224
S 4.927 3.001 3.090 0.666
O 4.899 3.300 4.505 -0.240
O 5.287 3.976 2.087 -0.235
O 3.493 2.341 2.682 -0.183
H 3.828 1.149 1.047 0.097
H 2.853 0.394 2.338 0.116
H 5.467 -0.260 2.193 0.139
H 4.802 0.168 3.794 0.134
C -12.126 -0.627 0.674 -0.170
C -13.090 -0.530 1.854 -0.170
O -12.432 -1.196 2.929 -0.187
S -10.822 -0.988 2.775 0.665
O -10.425 0.111 3.627 -0.233
O -10.188 -2.286 2.817 -0.247
O -10.823 -0.461 1.233 -0.212
H -12.173 -1.615 0.207 0.135
H -12.318 0.141 -0.080 0.138
H -14.054 -0.998 1.642 0.141
H -13.249 0.513 2.148 0.136
C 2.881 2.740 -3.992 -0.162
C 2.368 3.276 -2.659 -0.163
O 1.274 2.429 -2.312 -0.185
S 1.564 0.929 -2.884 0.719
O 2.112 0.135 -1.807 -0.310
O 0.426 0.512 -3.669 -0.231
O 2.779 1.320 -3.897 -0.182
H 2.248 3.072 -4.821 0.133
H 3.916 3.036 -4.185 0.141
H 2.043 4.317 -2.725 0.140
H 3.129 3.182 -1.877 0.130
C 8.522 2.651 5.113 -0.172
C 8.879 4.056 4.635 -0.172
O 10.196 4.294 5.126 -0.191
S 11.009 2.880 5.168 0.680
O 11.812 2.787 3.969 -0.242
O 11.553 2.705 6.495 -0.230
O 9.724 1.892 4.998 -0.196
H 8.222 2.657 6.166 0.139
H 7.727 2.200 4.513 0.112
H 8.185 4.812 5.010 0.141
H 8.912 4.103 3.542 0.128
C 1.832 -4.912 4.583 -0.172
C 2.787 -5.774 3.761 -0.171
O 3.068 -5.008 2.591 -0.197
S 3.032 -3.423 2.975 0.731
O 4.390 -2.984 3.206 -0.213
O 2.133 -2.753 2.064 -0.315
O 2.292 -3.571 4.420 -0.194
H 0.811 -4.972 4.192 0.129
H 1.833 -5.189 5.641 0.139
H 2.352 -6.740 3.494 0.139
H 3.730 -5.934 4.294 0.137
C -1.491 0.041 -7.429 -0.170
C -0.160 -0.187 -6.717 -0.181
O 0.772 -0.480 -7.754 -0.192
S 0.343 0.337 -9.099 0.681
O 1.132 1.547 -9.162 -0.238
O 0.252 -0.601 -10.194 -0.234
O -1.166 0.737 -8.631 -0.192
H -1.960 -0.910 -7.702 0.137
H -2.187 0.628 -6.824 0.118
H -0.208 -1.008 -5.998 0.135
H 0.175 0.723 -6.208 0.117
C -6.108 0.883 -7.033 -0.164
C -7.073 0.979 -5.853 -0.171
O -6.415 0.313 -4.778 -0.197
S -4.805 0.521 -4.932 0.663
O -4.408 1.620 -4.080 -0.242
O -4.171 -0.776 -4.890 -0.239
O -4.806 1.048 -6.474 -0.205
H -6.155 -0.106 -7.500 0.137
H -6.300 1.650 -7.787 0.142
H -8.037 0.511 -6.065 0.140
H -7.231 2.022 -5.559 0.135
C 8.693 1.069 -0.334 -0.161
C 8.178 2.473 -0.025 -0.166
O 7.133 2.703 -0.967 -0.186
S 6.399 1.285 -1.300 0.686
O 5.212 1.188 -0.480 -0.243
O 6.382 1.104 -2.733 -0.223
O 7.536 0.304 -0.666 -0.190
H 9.358 1.076 -1.204 0.136
H 9.213 0.624 0.518 0.141
H 8.958 3.233 -0.121 0.143
H 7.745 2.521 0.979 0.115
```

---

Entry 2:
A structure of composition C24H52BCsO12S6. Source: OMol25; level of theory: ωB97M-V with the def2-TZVPD basis set.

The energy relative to the best compared isomer or geometry (same formula, charge and spin) comes out at 0.0 kcal per mole. The calculation puts the HOMO energy at -8.3 eV. For the LUMO energy, the calculation gives -0.771 eV. The spin multiplicity is 1.

```
96
Properties=species:S:1:pos:R:3:lowdin_charge:R:1
Cs 0.004 4.059 0.862 0.841
B -0.405 0.122 -0.205 -0.470
H -0.575 0.651 -1.130 -0.116
H 0.582 0.393 0.136 -0.122
H -1.096 0.458 0.552 -0.121
H -0.456 -0.948 -0.338 -0.101
C 0.693 -3.706 -6.017 -0.230
C -0.054 -4.731 -6.790 -0.236
C -0.482 -5.833 -5.820 -0.205
S -0.668 -5.120 -4.101 0.717
O 0.299 -5.713 -3.183 -0.341
O -2.094 -4.937 -3.816 -0.349
C 0.020 -3.505 -4.621 -0.207
H 0.850 -2.742 -6.501 0.112
H 1.687 -4.123 -5.858 0.114
H 0.624 -5.146 -7.537 0.117
H -0.930 -4.256 -7.230 0.119
H 0.297 -6.589 -5.717 0.094
H -1.367 -6.429 -6.045 0.097
H 0.560 -3.151 -3.743 0.100
H -0.844 -2.842 -4.681 0.095
C 3.226 1.299 -4.741 -0.206
C 4.580 1.880 -5.271 -0.235
C 5.061 2.846 -4.227 -0.220
S 3.593 3.810 -3.646 0.723
O 3.207 4.985 -4.465 -0.346
O 3.576 3.814 -2.210 -0.345
C 2.428 2.507 -4.255 -0.217
H 3.460 0.598 -3.940 0.114
H 2.626 0.812 -5.509 0.112
H 4.416 2.377 -6.227 0.112
H 5.223 1.066 -5.605 0.116
H 5.860 3.516 -4.544 0.105
H 5.444 2.177 -3.456 0.107
H 1.985 2.844 -5.193 0.098
H 1.634 2.318 -3.533 0.106
C 6.665 1.224 2.346 -0.218
C 7.198 1.705 3.691 -0.259
C 6.289 2.785 4.197 -0.197
S 4.591 2.035 3.813 0.719
O 3.688 3.151 3.517 -0.373
O 4.188 1.134 4.899 -0.329
C 5.124 1.204 2.302 -0.201
H 7.019 0.230 2.069 0.116
H 7.010 1.937 1.597 0.112
H 8.275 1.873 3.677 0.124
H 6.964 0.851 4.326 0.110
H 6.565 3.642 3.582 0.104
H 6.370 3.039 5.254 0.106
H 4.736 1.913 1.571 0.097
H 4.612 0.243 2.246 0.112
C -6.592 3.817 -3.206 -0.213
C -5.489 2.804 -2.865 -0.245
C -5.347 2.745 -1.381 -0.197
S -5.301 4.595 -0.875 0.755
O -3.921 5.123 -1.128 -0.384
O -6.060 4.920 0.322 -0.344
C -6.346 5.003 -2.320 -0.239
H -7.506 3.321 -2.878 0.117
H -6.640 4.058 -4.268 0.120
H -4.539 3.223 -3.198 0.117
H -5.654 1.809 -3.278 0.126
H -4.483 2.134 -1.121 0.108
H -6.179 2.295 -0.839 0.103
H -5.907 5.898 -2.761 0.105
H -7.318 5.295 -1.923 0.100
C -3.301 1.692 5.772 -0.222
C -4.032 1.615 4.444 -0.217
C -5.498 1.622 4.956 -0.216
S -5.584 0.417 6.357 0.701
O -5.899 -0.866 5.803 -0.319
O -6.322 1.002 7.510 -0.356
C -3.817 0.540 6.645 -0.227
H -3.468 2.660 6.245 0.121
H -2.249 1.563 5.517 0.114
H -3.805 0.759 3.807 0.122
H -3.845 2.450 3.769 0.109
H -6.194 1.288 4.187 0.097
H -5.743 2.639 5.263 0.102
H -3.475 -0.460 6.377 0.104
H -3.700 0.643 7.723 0.102
C 1.498 -3.851 3.163 -0.233
C -0.052 -3.943 3.073 -0.217
C -0.310 -5.272 2.351 -0.208
S 0.805 -6.514 3.162 0.755
O 1.367 -7.363 2.085 -0.365
O 0.226 -7.202 4.343 -0.368
C 1.954 -5.144 3.828 -0.202
H 1.727 -2.912 3.668 0.114
H 1.905 -3.840 2.152 0.112
H -0.458 -2.968 2.806 0.119
H -0.285 -4.003 4.136 0.105
H 0.107 -5.142 1.353 0.097
H -1.339 -5.576 2.157 0.106
H 2.994 -5.427 3.670 0.093
H 1.820 -5.177 4.909 0.092
```

---

Entry 3:
A structure of composition C24H52BGaNO18. Source: OMol25; level of theory: ωB97M-V with the def2-TZVPD basis set.

The charge is -1. The calculation puts the HOMO energy at -4.1 eV. For the LUMO energy, the calculation gives 1.875 eV. The spin multiplicity is 1.

```
97
Properties=species:S:1:pos:R:3:lowdin_charge:R:1
C 0.403 -4.162 -2.833 -0.217
C 1.098 -3.806 -4.171 -0.343
Ga 1.040 -1.819 -4.667 0.440
C -0.713 -1.397 -5.673 -0.276
C -1.955 -1.583 -4.761 -0.248
C -2.602 -0.274 -4.358 -0.174
O -4.045 -0.212 -4.557 -0.030
C -4.701 -1.169 -3.842 -0.520
C -4.711 -1.021 -2.340 0.022
O -5.285 -2.089 -4.397 0.094
B 1.100 -0.532 -2.952 -0.558
O -0.012 -0.629 -2.047 -0.015
N 2.143 0.410 -2.589 -0.129
C 3.155 0.629 -3.634 -0.134
C 1.664 1.686 -2.049 -0.100
H -0.316 -4.979 -2.915 0.047
H -0.117 -3.323 -2.373 0.018
H 1.139 -4.490 -2.098 0.048
H 0.633 -4.384 -4.971 0.021
H 2.126 -4.157 -4.104 0.014
H 2.252 -1.554 -5.717 -0.066
H -0.810 -2.065 -6.529 0.030
H -0.684 -0.394 -6.102 0.024
H -2.694 -2.208 -5.258 0.104
H -1.642 -2.142 -3.880 0.083
H -2.428 -0.021 -3.309 0.091
H -2.204 0.542 -4.949 0.117
H -5.200 -1.909 -1.961 0.086
H -5.294 -0.150 -2.059 0.084
H -3.708 -0.953 -1.934 0.066
H -0.619 0.086 -2.266 0.041
H 3.919 -0.137 -3.581 0.077
H 3.655 1.577 -3.423 0.070
H 2.741 0.708 -4.633 0.053
H 1.805 2.524 -2.732 0.083
H 0.618 1.672 -1.755 0.069
H 2.229 1.936 -1.147 0.061
C 2.845 0.014 1.468 -0.011
O 2.984 0.397 2.851 -0.028
C 2.661 1.658 3.105 -0.610
O 2.268 2.460 2.301 0.115
O 2.830 1.879 4.409 0.005
C 2.506 3.206 4.824 -0.039
H 3.136 -1.031 1.407 0.101
H 1.814 0.119 1.137 0.104
H 3.504 0.607 0.838 0.100
H 1.458 3.426 4.627 0.098
H 3.143 3.932 4.322 0.097
H 2.687 3.247 5.895 0.092
C 4.140 7.643 -2.585 -0.050
O 4.095 6.369 -1.948 0.002
C 2.988 6.155 -1.231 -0.628
O 2.082 6.936 -1.099 0.119
O 3.069 4.945 -0.699 0.013
C 1.942 4.567 0.103 -0.039
H 5.081 7.684 -3.127 0.091
H 3.315 7.753 -3.287 0.096
H 4.113 8.444 -1.848 0.094
H 1.032 4.554 -0.495 0.102
H 1.825 5.244 0.946 0.099
H 2.122 3.567 0.471 0.050
C 1.726 -1.722 4.331 -0.026
O 2.417 -2.973 4.226 -0.001
C 2.799 -3.490 5.385 -0.642
O 2.614 -3.012 6.474 0.125
O 3.428 -4.641 5.140 0.005
C 3.896 -5.311 6.309 -0.046
H 1.467 -1.423 3.326 0.089
H 0.811 -1.842 4.909 0.093
H 2.362 -0.970 4.782 0.095
H 3.066 -5.569 6.964 0.096
H 4.618 -4.696 6.843 0.096
H 4.382 -6.222 5.968 0.092
C -6.670 3.346 -0.202 -0.039
O -5.992 3.325 1.057 0.005
C -5.488 2.136 1.382 -0.627
O -5.567 1.135 0.723 0.120
O -4.884 2.249 2.563 0.007
C -4.285 1.038 3.035 -0.030
H -7.027 4.362 -0.343 0.091
H -5.988 3.088 -1.010 0.098
H -7.517 2.663 -0.193 0.097
H -3.512 0.696 2.350 0.085
H -5.038 0.263 3.167 0.100
H -3.835 1.270 3.995 0.094
C -2.634 -1.978 0.795 -0.029
O -1.961 -1.960 2.061 0.001
C -1.452 -3.135 2.423 -0.617
O -1.525 -4.160 1.805 0.142
O -0.847 -2.981 3.606 -0.018
C -0.256 -4.180 4.111 -0.038
H -3.002 -0.969 0.627 0.077
H -1.946 -2.243 -0.006 0.099
H -3.479 -2.663 0.817 0.101
H 0.513 -4.545 3.432 0.109
H -1.014 -4.946 4.264 0.103
H 0.196 -3.924 5.065 0.086
```

---

Looking at largest force on an atom for the records above, in order, we have 0.2587; 0.0915; 0.0367 hartree/bohr.
Looking at frontier orbital gap for the records above, in order, we have 7.185; 7.533; 6.010 eV.